Entry 1:
8 unconnected molecules or ions with the total composition C27H69N4O13P2S7 in a non-equilibrium geometry. Source: the OMol25 dataset; level of theory: the ωB97M-V functional and the def2-TZVPD basis.

Geometry as XYZ:
```
122
Properties=species:S:1:pos:R:3
C 6.292 6.376 1.105
C 5.059 5.444 1.305
C 3.740 6.212 1.443
N 2.732 5.461 2.313
C 2.024 4.541 1.513
C 2.373 3.244 1.214
P 3.761 2.198 1.748
P 2.728 0.624 2.886
O 2.686 -0.645 2.149
O 3.543 0.356 4.295
O 1.268 1.235 3.245
N 1.386 2.806 0.341
C 1.359 1.474 -0.296
C 1.885 1.598 -1.756
N 3.346 1.749 -1.822
C 0.459 3.740 0.156
C -0.754 3.536 -0.689
C -1.860 2.825 0.172
O -2.329 1.687 -0.516
N 0.840 4.818 0.876
C 0.057 6.041 0.873
C -0.263 6.591 2.282
O -0.321 5.535 3.234
C 0.270 5.801 4.438
O -0.058 5.222 5.417
H 6.927 5.934 0.339
H 6.015 7.393 0.846
H 6.891 6.353 2.014
H 5.210 4.884 2.225
H 5.005 4.772 0.448
H 3.291 6.278 0.444
H 3.882 7.215 1.838
H 2.092 6.191 2.599
H 4.503 2.870 2.738
H 3.759 1.196 4.720
H 0.908 0.848 4.054
H 2.010 0.776 0.224
H 0.333 1.118 -0.341
H 1.577 0.736 -2.349
H 1.450 2.503 -2.181
H 3.606 2.651 -2.182
H 3.795 1.572 -0.936
H -1.135 4.488 -1.046
H -0.563 2.867 -1.519
H -1.418 2.482 1.114
H -2.690 3.500 0.387
H -2.068 0.904 -0.007
H 0.547 6.825 0.290
H -0.891 5.864 0.376
H 0.393 7.413 2.584
H -1.265 7.024 2.227
H 1.089 6.537 4.480
C -5.921 3.016 2.474
S -5.698 2.706 0.716
O -4.986 3.889 0.148
C -7.436 2.871 0.286
H -4.941 3.002 2.946
H -6.385 3.992 2.621
H -6.542 2.231 2.903
H -7.797 3.856 0.582
H -8.006 2.089 0.786
H -7.527 2.756 -0.792
C 3.169 -4.300 3.781
S 4.065 -3.701 5.220
O 4.194 -4.839 6.164
C 2.744 -2.640 5.832
H 3.802 -5.020 3.266
H 2.247 -4.786 4.104
H 2.950 -3.463 3.115
H 1.846 -3.232 6.019
H 2.543 -1.857 5.106
H 3.076 -2.186 6.763
C -0.372 -2.479 -1.109
S -2.053 -1.860 -1.220
O -2.263 -0.954 -0.041
C -2.857 -3.412 -0.823
H 0.307 -1.647 -1.286
H -0.196 -2.893 -0.115
H -0.220 -3.234 -1.877
H -2.522 -3.766 0.149
H -2.624 -4.144 -1.594
H -3.932 -3.243 -0.797
C 0.696 -1.906 -6.326
S -0.709 -2.763 -5.613
O -0.673 -2.514 -4.140
C -0.091 -4.432 -5.873
H 0.531 -0.835 -6.232
H 1.607 -2.185 -5.795
H 0.780 -2.164 -7.382
H 0.869 -4.550 -5.370
H 0.015 -4.614 -6.942
H -0.813 -5.130 -5.455
C -0.936 -4.382 2.635
S -1.081 -5.836 1.581
O -2.532 -6.147 1.461
C -0.383 -7.003 2.757
H -1.359 -3.530 2.104
H -1.488 -4.544 3.562
H 0.116 -4.192 2.845
H -0.971 -6.994 3.675
H 0.653 -6.734 2.964
H -0.420 -7.994 2.308
C -3.622 -10.542 -0.706
S -2.772 -10.002 0.785
O -2.657 -11.184 1.679
C -4.117 -8.987 1.410
H -2.967 -11.230 -1.237
H -4.547 -11.052 -0.436
H -3.833 -9.678 -1.336
H -5.008 -9.603 1.538
H -4.308 -8.170 0.715
H -3.810 -8.577 2.369
C 0.346 1.473 -9.602
S 1.162 2.041 -8.105
O 1.300 0.858 -7.208
C -0.224 3.008 -7.489
H 1.030 0.809 -10.126
H -0.565 0.933 -9.343
H 0.115 2.329 -10.235
H -1.097 2.366 -7.370
H -0.439 3.817 -8.187
H 0.060 3.424 -6.525
```

As for the total charge: +1. For the LUMO energy, the calculation gives -2.21 eV. As for the HOMO energy: -9.75 eV. Its spin multiplicity is 1.

Results of the Mulliken charge analysis, in e, for atoms 1 through 6: atom 1 (C): -1.259, atom 2 (C): -0.038, atom 3 (C): -0.399, atom 4 (N): -0.132, atom 5 (C): -0.868, atom 6 (C): -0.005

=====

Entry 2:
11 unconnected molecules or ions with the total composition C27H71N5O11S6 in a non-equilibrium geometry. Source: the OMol25 dataset; level of theory: the ωB97M-V functional and the def2-TZVPD basis.

Geometry as XYZ:
```
120
Properties=species:S:1:pos:R:3
C -9.269 -10.219 6.611
C -7.848 -9.691 6.984
O -7.183 -10.459 7.641
N -7.455 -8.431 6.523
C -6.094 -7.912 6.897
H -9.452 -11.225 6.990
H -9.352 -10.235 5.525
H -10.099 -9.577 6.907
H -7.918 -8.028 5.722
H -5.424 -8.772 6.886
H -6.107 -7.550 7.925
H -5.756 -7.073 6.289
C -8.030 -7.928 -2.321
C -8.499 -6.617 -3.031
O -9.577 -6.615 -3.684
N -7.730 -5.488 -2.878
C -8.047 -4.183 -3.395
H -6.942 -7.941 -2.260
H -8.432 -8.683 -2.996
H -8.431 -8.000 -1.310
H -6.884 -5.534 -2.329
H -9.068 -4.015 -3.738
H -7.361 -4.162 -4.241
H -7.799 -3.410 -2.667
C -19.961 -8.638 7.065
C -19.548 -10.069 7.362
O -20.082 -10.600 8.273
N -18.684 -10.669 6.422
C -18.069 -11.997 6.423
H -19.059 -8.025 7.083
H -20.678 -8.241 7.783
H -20.377 -8.535 6.063
H -18.783 -10.125 5.577
H -17.082 -12.021 5.960
H -18.734 -12.674 5.887
H -17.841 -12.350 7.429
C -13.754 -15.697 1.053
C -12.365 -15.231 0.655
O -11.987 -14.184 1.164
N -11.763 -15.903 -0.326
C -10.501 -15.379 -0.969
H -13.907 -15.675 2.132
H -13.945 -16.704 0.683
H -14.585 -15.134 0.629
H -12.179 -16.650 -0.863
H -10.697 -14.316 -1.108
H -10.449 -16.024 -1.846
H -9.674 -15.579 -0.287
C -13.278 -26.357 -0.542
C -12.096 -25.482 -0.851
O -11.066 -25.944 -1.418
N -12.248 -24.159 -0.620
C -11.307 -23.130 -0.992
H -14.166 -26.137 -1.135
H -13.798 -26.167 0.397
H -13.101 -27.432 -0.541
H -13.000 -23.751 -0.083
H -10.396 -23.724 -1.066
H -11.130 -22.483 -0.133
H -11.645 -22.667 -1.919
C -15.705 -17.427 -4.939
S -14.338 -18.396 -5.756
O -13.272 -18.428 -4.666
C -15.044 -20.134 -5.739
H -16.581 -17.193 -5.543
H -15.363 -16.504 -4.470
H -16.114 -17.888 -4.040
H -14.295 -20.906 -5.918
H -15.738 -20.121 -6.579
H -15.498 -20.198 -4.750
C -7.981 -18.866 -8.109
S -6.652 -19.763 -9.140
O -6.620 -21.178 -8.523
C -7.582 -19.771 -10.791
H -8.883 -19.476 -8.056
H -8.363 -18.017 -8.675
H -7.786 -18.585 -7.074
H -8.557 -20.226 -10.612
H -7.047 -20.304 -11.576
H -7.656 -18.762 -11.195
C -12.050 -22.670 7.145
S -13.744 -21.854 7.021
O -14.174 -21.788 8.468
C -13.172 -20.095 6.812
H -11.425 -22.217 7.915
H -11.602 -22.687 6.151
H -12.241 -23.695 7.460
H -12.160 -19.917 7.174
H -13.891 -19.473 7.346
H -13.260 -19.750 5.782
C -11.883 -12.032 -8.802
S -13.138 -11.461 -7.539
O -14.451 -12.268 -7.622
C -12.199 -12.352 -6.265
H -11.532 -13.049 -8.625
H -11.134 -11.266 -8.997
H -12.297 -12.317 -9.770
H -11.147 -12.105 -6.125
H -12.423 -13.418 -6.314
H -12.761 -12.121 -5.360
C -4.281 -11.998 1.819
S -2.996 -12.408 0.528
O -3.118 -11.515 -0.687
C -1.579 -11.761 1.580
H -4.090 -10.957 2.078
H -4.171 -12.627 2.703
H -5.253 -12.081 1.332
H -1.721 -10.749 1.961
H -0.716 -11.734 0.914
H -1.223 -12.424 2.368
C -19.880 -10.573 0.538
S -18.569 -9.306 0.359
O -17.925 -9.267 1.726
C -17.474 -10.499 -0.635
H -20.716 -10.121 1.072
H -19.404 -11.281 1.216
H -20.279 -10.955 -0.402
H -17.821 -11.384 -1.167
H -16.818 -10.887 0.145
H -16.872 -9.956 -1.364
```

For the LUMO energy, the calculation gives 0.01 eV. As for the HOMO energy: -9.03 eV. Its spin multiplicity is 1.

Results of the Mulliken charge analysis, in e, for atoms 1 through 6: atom 1 (C): -1.035, atom 2 (C): 0.604, atom 3 (O): -0.577, atom 4 (N): -0.209, atom 5 (C): -0.778, atom 6 (H): 0.280

=====

Entry 3:
A molecular structure, C27H72BF4N10O11Rb in a non-equilibrium geometry. Source: the OMol25 dataset; level of theory: the ωB97M-V functional and the def2-TZVPD basis.

Geometry as XYZ:
```
126
Properties=species:S:1:pos:R:3
Rb 6.196 0.986 -5.453
B 2.263 1.498 -0.724
F 1.772 1.153 -2.022
F 3.654 1.561 -0.635
F 1.962 2.766 -0.270
F 1.804 0.578 0.198
C -3.204 3.579 -10.277
O -3.404 2.545 -9.327
C -3.207 2.934 -7.960
C -3.786 1.867 -7.070
N -5.187 1.670 -7.438
C -5.675 0.457 -6.728
C -7.107 0.107 -7.019
O -7.264 -0.461 -8.304
C -8.330 -1.375 -8.493
H -4.156 4.105 -10.200
H -3.102 3.238 -11.307
H -2.451 4.316 -10.000
H -3.657 3.906 -7.760
H -2.154 3.091 -7.727
H -3.792 2.164 -6.021
H -3.115 1.010 -7.131
H -4.946 1.535 -8.409
H -5.628 0.574 -5.645
H -5.107 -0.418 -7.043
H -7.811 0.927 -6.880
H -7.322 -0.663 -6.277
H -9.321 -1.111 -8.126
H -7.991 -2.274 -7.979
H -8.568 -1.545 -9.543
C 10.384 -13.461 -0.547
O 10.641 -12.574 0.516
C 11.716 -11.672 0.234
C 12.064 -10.663 1.388
N 11.363 -9.400 1.410
C 9.883 -9.554 1.305
C 9.336 -8.152 1.777
O 7.954 -8.102 1.473
C 7.282 -6.840 1.666
H 11.244 -14.040 -0.884
H 10.052 -12.943 -1.446
H 9.694 -14.218 -0.173
H 11.443 -11.033 -0.605
H 12.692 -12.072 -0.039
H 13.116 -10.423 1.231
H 11.907 -11.121 2.365
H 11.533 -8.910 2.277
H 9.361 -10.350 1.836
H 9.728 -9.703 0.236
H 9.873 -7.383 1.221
H 9.500 -8.107 2.854
H 7.348 -6.518 2.705
H 6.244 -6.744 1.348
H 7.829 -6.120 1.056
C -10.861 -2.062 -0.412
O -9.597 -2.371 0.144
C -8.929 -1.118 0.563
C -7.489 -1.411 1.001
N -6.676 -1.834 -0.124
C -5.555 -2.617 0.254
C -4.881 -3.198 -0.960
O -5.709 -4.029 -1.747
C -5.035 -4.794 -2.761
H -11.426 -2.942 -0.721
H -10.765 -1.368 -1.247
H -11.399 -1.513 0.360
H -9.531 -0.675 1.357
H -8.814 -0.297 -0.144
H -7.578 -2.054 1.877
H -7.084 -0.499 1.441
H -7.345 -2.418 -0.606
H -5.871 -3.472 0.852
H -4.887 -1.980 0.834
H -3.965 -3.704 -0.654
H -4.613 -2.353 -1.595
H -4.691 -4.246 -3.639
H -5.715 -5.496 -3.243
H -4.197 -5.396 -2.408
C 4.043 6.565 6.135
O 2.971 7.287 6.723
C 1.723 6.739 6.271
C 0.565 7.438 7.037
N -0.692 6.730 6.924
C -1.916 7.553 7.052
C -3.126 6.652 7.146
O -3.050 5.894 8.348
C -4.119 4.923 8.492
H 4.156 6.683 5.058
H 3.875 5.547 6.488
H 4.970 6.988 6.523
H 1.653 5.697 6.582
H 1.539 6.874 5.205
H 0.385 8.469 6.733
H 0.827 7.573 8.087
H -0.660 6.022 7.644
H -1.982 8.245 6.212
H -1.790 7.983 8.045
H -3.139 5.959 6.306
H -4.010 7.289 7.117
H -4.098 4.380 9.438
H -4.178 4.147 7.729
H -5.072 5.451 8.480
C 4.817 7.768 -3.424
O 5.153 6.832 -4.091
N 3.890 7.701 -2.540
N 5.318 8.948 -3.413
H 3.543 6.785 -2.292
H 3.747 8.448 -1.875
H 6.073 9.147 -4.053
H 5.029 9.698 -2.801
C -3.600 4.804 0.583
O -4.797 5.123 0.440
N -3.222 3.597 0.350
N -2.681 5.654 0.898
H -3.965 2.945 0.145
H -2.233 3.416 0.450
H -1.769 5.219 0.879
H -2.899 6.523 1.363
C 4.932 0.434 5.474
O 5.500 0.625 6.521
N 5.566 0.576 4.351
N 3.687 0.198 5.193
H 5.073 0.796 3.497
H 6.549 0.804 4.322
H 3.428 0.052 4.228
H 3.050 0.051 5.963
```

For the LUMO energy, the calculation gives -2.32 eV. As for the HOMO energy: -8.31 eV. Its spin multiplicity is 1.

Results of the Mulliken charge analysis, in e, for atoms 1 through 6: atom 1 (Rb): 1.002, atom 2 (B): 0.640, atom 3 (F): -0.426, atom 4 (F): -0.434, atom 5 (F): -0.392, atom 6 (F): -0.392

=====

Entry 4:
9 unconnected molecules or ions with the total composition C27H72F9N6O15S3 in a non-equilibrium geometry. Source: the OMol25 dataset; level of theory: the ωB97M-V functional and the def2-TZVPD basis.

Geometry as XYZ:
```
132
Properties=species:S:1:pos:R:3
C 2.391 2.155 -2.855
C 1.700 3.374 -2.220
C 1.989 4.660 -2.934
O 1.429 5.786 -2.304
C 1.886 7.019 -2.816
N 0.189 3.159 -2.170
H -0.281 3.990 -1.811
H -0.205 2.815 -3.050
H -0.020 2.513 -1.400
H 2.040 1.229 -2.419
H 3.444 2.271 -2.603
H 2.210 2.230 -3.924
H 1.916 3.569 -1.167
H 1.656 4.648 -3.982
H 3.083 4.738 -2.957
H 2.886 6.983 -3.257
H 1.897 7.810 -2.070
H 1.243 7.350 -3.640
C -6.968 -1.295 -2.769
C -5.625 -1.525 -3.453
C -4.482 -1.036 -2.637
O -4.470 -1.765 -1.397
C -3.380 -1.466 -0.571
N -5.460 -3.017 -3.643
H -6.332 -3.492 -3.917
H -4.745 -3.262 -4.328
H -5.420 -3.476 -2.724
H -7.765 -1.282 -3.521
H -7.155 -0.260 -2.471
H -7.112 -1.960 -1.922
H -5.638 -1.055 -4.434
H -4.631 0.004 -2.332
H -3.471 -1.154 -3.043
H -2.495 -1.168 -1.139
H -2.960 -2.361 -0.090
H -3.577 -0.823 0.291
C -3.162 7.792 -1.975
C -3.145 6.399 -1.359
C -1.853 5.942 -0.679
O -1.974 4.597 -0.229
C -1.260 4.341 0.968
N -4.254 6.151 -0.353
H -4.112 5.212 0.038
H -4.204 6.810 0.425
H -5.164 6.100 -0.811
H -2.499 8.438 -1.401
H -4.159 8.227 -2.063
H -2.881 7.715 -3.024
H -3.374 5.717 -2.181
H -1.593 6.634 0.130
H -1.025 6.036 -1.388
H -1.562 3.399 1.418
H -1.412 5.103 1.743
H -0.176 4.328 0.827
C -3.812 1.043 2.888
C -3.196 0.149 3.925
C -3.087 -1.316 3.460
O -2.678 -2.247 4.401
C -3.418 -2.517 5.565
N -1.817 0.665 4.253
H -1.151 0.750 3.448
H -1.778 1.537 4.785
H -1.216 0.065 4.834
H -3.195 1.478 2.100
H -4.234 1.914 3.406
H -4.712 0.703 2.374
H -3.773 0.142 4.848
H -2.474 -1.321 2.550
H -4.060 -1.530 2.994
H -4.251 -3.224 5.501
H -3.741 -1.645 6.141
H -2.823 -3.024 6.332
C 0.296 -3.685 3.034
C -0.707 -4.814 3.050
C -0.335 -6.020 2.210
O -0.981 -7.207 2.596
C -0.410 -8.321 1.894
N -0.988 -5.245 4.505
H -0.986 -4.471 5.173
H -1.803 -5.825 4.697
H -0.114 -5.720 4.756
H 0.594 -3.606 1.989
H 1.189 -3.756 3.666
H -0.038 -2.716 3.413
H -1.662 -4.334 2.831
H 0.748 -6.194 2.258
H -0.538 -5.748 1.167
H 0.669 -8.461 1.983
H -0.612 -8.156 0.831
H -0.969 -9.176 2.262
C 6.932 -2.645 2.514
C 6.744 -3.145 1.105
C 5.426 -2.788 0.445
O 5.559 -3.108 -0.921
C 4.619 -2.461 -1.753
N 7.900 -2.774 0.230
H 8.770 -3.245 0.489
H 7.816 -3.281 -0.659
H 7.961 -1.752 0.090
H 7.841 -3.011 2.991
H 6.143 -2.918 3.220
H 6.915 -1.555 2.590
H 6.822 -4.236 1.099
H 5.168 -1.729 0.566
H 4.588 -3.342 0.885
H 4.671 -1.380 -1.602
H 3.606 -2.863 -1.630
H 4.867 -2.697 -2.787
C 5.949 1.734 -0.883
F 5.943 3.045 -1.113
F 5.061 1.470 0.082
F 5.670 1.079 -2.004
S 7.693 1.304 -0.307
O 8.522 1.520 -1.485
O 8.034 2.217 0.775
O 7.631 -0.109 0.071
C 1.894 -0.372 0.528
F 1.952 -1.655 0.921
F 2.850 0.255 1.202
F 2.029 -0.318 -0.775
S 0.258 0.420 1.032
O 0.137 1.529 0.092
O -0.739 -0.611 0.752
O 0.279 0.799 2.444
C -0.332 -1.464 -3.484
F 0.901 -1.524 -2.995
F -0.696 -2.632 -4.008
F -1.172 -1.186 -2.457
S -0.493 -0.111 -4.789
O -1.825 -0.249 -5.362
O -0.418 1.091 -3.949
O 0.627 -0.317 -5.691
```

As for the total charge: +3. For the LUMO energy, the calculation gives -6.62 eV. As for the HOMO energy: -12.60 eV. Its spin multiplicity is 1.

Results of the Mulliken charge analysis, in e, for atoms 1 through 6: atom 1 (C): -1.096, atom 2 (C): 0.391, atom 3 (C): -0.953, atom 4 (O): -0.282, atom 5 (C): -0.878, atom 6 (N): 0.579

=====

no.,HOMO-LUMO gap (eV)
1,7.5394
2,9.0404
3,5.9916
4,5.9756